ORCA calculation (wB97M-V/def2-TZVPD) on an isolated molecule of C4H8N2O.

Charge ... 0
Maximum force ... 3.0 eV Å⁻¹
SMILES string ... C/C=C\N=C(/N)O
LUMO level ... 0.758 eV
ΔE to the lowest compared entry with this formula, charge and spin ... 315.8 kJ/mol
Molar mass ... 100.12 g mol⁻¹
Spin multiplicity ... 1

Cartesian coordinates (Å):
C1 -1.66 0.90 0.06
C2 -1.02 -0.31 0.70
C3 -0.49 -1.37 -0.03
N1 0.40 -1.05 -0.96
C4 1.12 -0.05 -0.40
N2 2.04 -0.23 0.59
O1 1.40 1.04 -1.15
H1 -1.64 0.85 -1.03
H2 -1.17 1.83 0.38
H3 -2.71 0.97 0.36
H4 -1.41 -0.53 1.70
H5 -0.65 -2.42 0.21
H6 2.77 0.46 0.63
H7 2.33 -1.18 0.76
H8 0.71 1.10 -1.83

ORCA calculation (wB97M-V/def2-TZVPD) on a cluster of 2 separate species, HNO2S2 in total.

Charge ... 0
Maximum force ... 4.8 eV Å⁻¹
LUMO level (alpha / beta) ... -0.368 / -1.392 eV
ΔE to the lowest compared entry with this formula, charge and spin ... 253.5 kJ/mol
Molar mass ... 111.15 g mol⁻¹
Spin multiplicity ... 1

Cartesian coordinates (Å):
N1 4.41 -0.18 -0.06
O1 4.23 -1.08 -0.78
O2 1.07 0.31 0.03
S1 0.61 -1.12 -0.04
S2 3.93 1.10 0.47
H1 0.43 -1.50 1.41

ORCA calculation (wB97M-V/def2-TZVPD) on a structure of composition C44H51BN8S4Ti.

Charge ... +2
Maximum force ... 0.6 eV Å⁻¹
LUMO level ... -6.029 eV
ΔE to the lowest compared entry with this formula, charge and spin ... 58.5 kJ/mol
Molar mass ... 878.89 g mol⁻¹
Spin multiplicity ... 1

Cartesian coordinates (Å):
Ti1 2.74 2.19 0.96
C1 0.49 -1.25 4.12
C2 -0.27 -0.77 2.92
C3 -1.62 -0.74 2.86
C4 -2.28 -0.29 1.70
N1 -1.61 -0.01 0.61
N2 -0.26 -0.10 0.64
B1 0.38 -0.07 -0.80
N3 1.58 -1.02 -0.93
N4 1.08 -2.27 -0.85
C5 1.88 -3.28 -1.03
C6 3.24 -3.06 -1.36
C7 3.76 -1.81 -1.41
C8 5.21 -1.56 -1.70
C9 2.87 -0.73 -1.13
S1 3.54 0.87 -1.01
C10 1.31 -4.68 -0.92
C11 1.39 -5.34 -2.30
C12 -0.15 -4.65 -0.45
C13 2.15 -5.48 0.09
N5 -0.77 -0.34 -1.84
N6 -1.57 -1.35 -2.07
C14 -2.55 -1.12 -2.94
C15 -2.72 0.16 -3.52
C16 -1.90 1.21 -3.23
C17 -2.06 2.60 -3.76
C18 -0.87 0.88 -2.35
S2 0.55 1.67 -1.68
C19 -3.44 -2.32 -3.27
C20 -4.63 -1.90 -4.13
C21 -3.95 -2.96 -1.98
C22 -2.57 -3.32 -4.05
C23 0.43 -0.32 1.76
S3 2.14 -0.08 1.85
C24 -3.80 -0.18 1.68
C25 -4.27 0.60 2.91
C26 -4.29 0.50 0.41
C27 -4.35 -1.62 1.75
H1 1.06 -0.44 4.58
H2 1.21 -2.02 3.84
H3 -0.20 -1.66 4.86
H4 -2.21 -1.04 3.72
H5 3.88 -3.92 -1.55
H6 5.70 -2.50 -1.95
H7 5.33 -0.87 -2.54
H8 5.71 -1.12 -0.84
H9 0.79 -4.80 -3.04
H10 2.42 -5.40 -2.67
H11 1.01 -6.36 -2.25
H12 -0.78 -4.07 -1.13
H13 -0.53 -5.67 -0.39
H14 -0.24 -4.20 0.54
H15 3.18 -5.61 -0.25
H16 2.16 -5.00 1.07
H17 1.72 -6.48 0.20
H18 -3.55 0.31 -4.20
H19 -2.83 2.64 -4.53
H20 -2.34 3.28 -2.95
H21 -1.12 2.96 -4.19
H22 -5.24 -1.14 -3.64
H23 -4.33 -1.53 -5.12
H24 -5.27 -2.76 -4.30
H25 -4.62 -2.29 -1.45
H26 -4.52 -3.86 -2.23
H27 -3.13 -3.24 -1.32
H28 -2.16 -2.88 -4.96
H29 -1.75 -3.68 -3.43
H30 -3.18 -4.19 -4.34
H31 -3.84 1.60 2.93
H32 -5.35 0.71 2.88
H33 -4.02 0.09 3.84
H34 -3.89 1.52 0.32
H35 -4.02 -0.06 -0.49
H36 -5.38 0.58 0.45
H37 -4.06 -2.12 2.67
H38 -5.44 -1.59 1.71
H39 -3.99 -2.22 0.91
S4 4.74 3.50 4.75
C28 3.30 2.75 5.27
C29 2.56 2.27 4.23
C30 3.15 2.53 2.96
C31 4.34 3.19 3.11
C32 5.14 3.58 1.96
C33 6.28 4.36 2.01
C34 6.91 4.69 0.82
C35 6.38 4.25 -0.38
C36 5.24 3.49 -0.36
N7 4.62 3.14 0.79
H40 3.07 2.69 6.32
H41 1.62 1.76 4.37
H42 6.66 4.70 2.96
H43 7.81 5.29 0.84
H44 6.84 4.50 -1.33
H45 4.79 3.14 -1.28
C37 1.70 3.94 0.62
C38 0.24 3.97 0.90
C39 -0.67 4.27 -0.11
C40 -2.03 4.32 0.13
C41 -2.51 4.04 1.41
C42 -1.62 3.74 2.44
C43 -0.26 3.71 2.18
C44 -3.93 4.08 1.65
N8 -5.06 4.07 1.85
H46 2.27 4.58 1.30
H47 1.95 4.23 -0.41
H48 -0.31 4.52 -1.10
H49 -2.72 4.59 -0.65
H50 -1.99 3.56 3.44
H51 0.43 3.53 3.00

ORCA calculation (wB97M-V/def2-TZVPD) on a cluster of 4 separate species, C5H18NO4S in total.

Charge ... -1
Maximum force ... 3.5 eV Å⁻¹
LUMO level ... 3.464 eV
ΔE to the lowest compared entry with this formula, charge and spin ... 193.5 kJ/mol
Molar mass ... 188.27 g mol⁻¹
Spin multiplicity ... 1

Cartesian coordinates (Å):
C1 -0.65 -2.25 0.26
C2 0.72 -2.21 0.98
O1 0.52 -2.04 2.35
C3 -1.60 -1.18 0.85
N1 -1.13 0.20 0.58
C4 -1.04 0.49 -0.89
C5 -1.95 1.63 -1.33
S1 -0.87 3.14 -1.13
H1 -0.38 -2.10 -0.83
H2 -1.22 -3.20 0.41
H3 1.44 -3.02 0.91
H4 1.18 -1.28 0.58
H5 0.66 -1.04 2.54
H6 -2.62 -1.41 0.26
H7 -1.59 -1.21 1.94
H8 -1.70 0.92 1.05
H9 -1.45 -0.35 -1.48
H10 0.09 0.57 -1.14
H11 -2.15 1.48 -2.39
H12 -2.84 1.41 -0.80
H13 0.86 1.06 0.86
H14 2.36 0.68 1.34
O2 1.39 0.67 1.71
H15 0.85 2.28 -0.89
H16 1.67 2.84 0.47
O3 1.82 2.18 -0.34
H17 2.41 0.63 -1.24
H18 2.75 0.97 -2.52
O4 2.46 0.15 -2.09

ORCA calculation (wB97M-V/def2-TZVPD) on an isolated molecule of C3H4N2O3.

Charge ... 0
Maximum force ... 9.9 eV Å⁻¹
SMILES string ... O/N=c1/[nH]cc(O)o1
LUMO level ... 0.407 eV
ΔE to the lowest compared entry with this formula, charge and spin ... 490.0 kJ/mol
Molar mass ... 116.08 g mol⁻¹
Spin multiplicity ... 1

Cartesian coordinates (Å):
O1 -0.56 -1.62 2.34
N1 -0.84 -1.79 0.91
C1 -0.35 -0.89 0.08
N2 -0.11 -0.71 -1.27
C2 0.11 0.60 -1.56
C3 0.45 1.07 -0.41
O2 0.83 2.24 0.13
O3 0.46 0.02 0.55
H1 0.12 -0.80 2.49
H2 -0.87 -1.33 -1.79
H3 -0.11 1.06 -2.52
H4 0.86 2.12 1.07